A single C5H8O2 molecule at a distorted geometry. Source: the OMol25 dataset; level of theory: ωB97M-V/def2-TZVPD.

```
15
Properties=species:S:1:pos:R:3:mulliken_charge:R:1
H 3.985 0.622 0.212 0.621
C -1.126 -0.465 0.161 -0.247
H -2.053 -0.158 -1.784 0.320
H 0.495 -0.039 -1.234 0.346
H 0.190 1.255 -0.092 0.299
O 1.198 -1.095 1.645 -0.587
C -2.249 0.060 -0.727 -1.245
H -3.206 -0.399 -0.462 0.346
C 0.217 0.158 -0.188 -0.657
H -1.345 -0.267 1.216 0.293
H -1.045 -1.554 0.070 0.303
H -2.358 1.147 -0.626 0.323
C 2.677 0.009 0.300 -0.812
C 1.326 -0.327 0.707 0.960
O 3.294 1.051 0.803 -0.263
```

Energy relative to the best compared isomer or geometry (same formula, charge and spin) = 368.8 kJ/mol
LUMO = 0.33 eV
Frontier orbital gap = 9.2 eV
Total energy = -345.66448 Ha
Max |F| = 2.66 eV Å⁻¹
Spin multiplicity = 1
HOMO level = -8.9 eV